[1]
49
Properties=species:S:1:pos:R:3 method="wB97M-V/def2-TZVPD" lumo_ev="-2.6327 / -3.4547" multiplicity=2 s_squared=0.757 total_charge=+1 e_homo_ev="-8.807 / -10.031" e_above_lowest_kj_mol=0.0
Hg -1.025 0.928 0.483
C 2.308 4.279 -0.357
N 2.055 3.240 -1.344
C 2.156 3.394 -2.710
C 1.873 2.189 -3.250
N 1.598 1.302 -2.230
B 1.245 -0.223 -2.436
N -0.223 -0.294 -3.016
C -0.575 0.045 -4.305
C -1.901 -0.159 -4.459
N -2.363 -0.632 -3.250
C -3.736 -1.017 -2.963
C -1.330 -0.718 -2.386
S -1.493 -1.302 -0.765
C 1.726 1.961 -1.067
S 1.537 1.356 0.543
H 2.552 5.193 -0.890
H 3.137 3.994 0.286
H 1.424 4.433 0.258
H 2.413 4.335 -3.160
H 1.873 1.885 -4.281
H 1.265 -0.768 -1.376
H 2.003 -0.688 -3.249
H 0.153 0.379 -5.022
H -2.553 -0.014 -5.301
H -4.327 -0.836 -3.857
H -4.126 -0.429 -2.136
H -3.785 -2.070 -2.697
C -0.155 -3.407 3.292
C -0.695 -2.288 2.366
N 0.390 -1.412 1.948
C 1.012 -0.780 3.104
C 1.603 -1.855 4.050
N 1.329 -3.194 3.419
C 1.989 -3.279 2.064
C 1.380 -2.159 1.185
H -0.298 -4.406 2.883
H -0.568 -3.376 4.299
H -1.456 -1.701 2.878
H -1.149 -2.728 1.479
H 0.271 -0.175 3.625
H 1.803 -0.118 2.755
H 1.141 -1.868 5.036
H 2.682 -1.774 4.167
H 1.715 -3.922 4.016
H 1.796 -4.280 1.683
H 3.059 -3.165 2.228
H 0.895 -2.571 0.302
H 2.146 -1.466 0.842

***

[2]
54
Properties=species:S:1:pos:R:3 method="wB97M-V/def2-TZVPD" lumo_ev=0.2100 smiles="CCOC(=O)C(F)(F)F.BrCCBr.BrCCBr.BrCCBr.BrCCBr.BrCCBr" total_charge=0 e_homo_ev=-10.127 e_above_lowest_kj_mol=67.2
C -3.016 2.583 -7.250
C -1.581 3.001 -7.294
O -0.910 2.684 -6.052
C -0.763 3.622 -5.159
O -1.270 4.714 -5.114
C 0.134 3.213 -3.876
F 1.350 2.943 -4.226
F 0.139 4.211 -3.005
F -0.435 2.173 -3.264
H -3.053 1.519 -6.831
H -3.464 2.548 -8.275
H -3.649 3.302 -6.762
H -1.413 4.029 -7.622
H -1.063 2.280 -7.945
Br 1.460 -2.512 -0.299
C 3.374 -2.622 0.323
C 4.022 -1.308 0.440
Br 5.950 -1.758 0.469
H 3.892 -3.156 -0.443
H 3.327 -3.102 1.319
H 3.777 -0.809 1.392
H 3.878 -0.624 -0.390
Br 1.738 2.652 1.207
C 0.955 0.873 1.197
C -0.223 0.616 0.317
Br -1.885 1.339 1.156
H 0.640 0.688 2.193
H 1.658 0.151 0.894
H -0.448 -0.393 0.052
H -0.242 1.143 -0.564
Br 1.182 -4.366 3.838
C 2.804 -3.940 4.856
C 3.687 -2.841 4.154
Br 2.744 -1.080 4.026
H 3.315 -4.886 4.956
H 2.390 -3.537 5.698
H 4.019 -3.017 3.174
H 4.584 -2.860 4.804
Br -1.487 4.087 4.907
C -0.536 2.332 5.001
C -1.645 1.409 5.453
Br -0.976 -0.457 5.448
H 0.225 2.385 5.792
H -0.182 2.143 4.003
H -2.487 1.514 4.740
H -1.960 1.497 6.472
Br -1.725 -2.441 -1.863
C -2.859 -2.654 -0.304
C -4.262 -2.887 -0.726
Br -5.435 -3.341 0.931
H -2.707 -1.836 0.381
H -2.489 -3.551 0.248
H -4.426 -3.706 -1.428
H -4.655 -1.968 -1.147

***

[3]
45
Properties=species:S:1:pos:R:3 method="wB97M-V/def2-TZVPD" lumo_ev=2.8956 smiles="CCCCCC[C@](CCCCCN)(OC(=O)Cl)C(=O)[O-]" total_charge=-1 e_homo_ev=-4.330
C -3.883 3.139 2.881
C -3.708 1.747 3.662
C -3.553 0.456 2.716
C -2.511 0.628 1.508
C -1.904 -0.780 0.990
C -0.286 -0.642 0.824
C 0.273 -1.290 -0.523
C 1.883 -1.528 -0.465
C 2.704 -0.283 0.136
C 3.995 -0.078 -0.841
C 3.590 0.503 -2.288
C 3.668 -0.580 -3.486
N 2.243 -0.871 -3.920
O -0.159 -0.660 -1.763
C -0.481 0.693 -1.626
O 0.269 1.621 -1.282
Cl -2.220 1.149 -2.072
C -0.346 -2.802 -0.566
O -0.933 -3.177 -1.648
O -0.266 -3.652 0.516
H -3.554 3.125 1.791
H -3.257 3.941 3.429
H -4.965 3.539 2.909
H -2.863 1.749 4.438
H -4.679 1.593 4.271
H -4.585 0.256 2.262
H -3.233 -0.413 3.391
H -1.695 1.392 1.770
H -3.100 1.102 0.634
H -2.184 -1.571 1.758
H -2.371 -0.970 -0.049
H 0.139 -1.289 1.683
H 0.086 0.420 1.042
H 2.007 -2.391 0.295
H 2.301 -1.926 -1.450
H 2.101 0.672 0.275
H 3.095 -0.568 1.187
H 4.749 0.580 -0.279
H 4.447 -1.129 -1.018
H 2.499 0.832 -2.223
H 4.193 1.462 -2.521
H 4.199 -0.044 -4.358
H 4.160 -1.565 -3.191
H 2.069 -1.885 -3.939
H 2.068 -0.506 -4.864

***

[4]
46
Properties=species:S:1:pos:R:3 method="wB97M-V/def2-TZVPD" lumo_ev="-3.8198 / -3.7543" total_charge=+1 e_homo_ev="-8.562 / -8.598" e_above_lowest_kj_mol=0.0
Y -0.354 0.535 0.780
H 3.342 1.519 -1.962
H 3.778 0.893 -1.940
P -1.171 0.584 -2.251
P 1.018 -1.677 2.003
C 0.073 -1.116 3.499
H 0.596 -1.654 4.312
H 0.107 -0.047 3.768
H -0.992 -1.402 3.567
C 1.145 -3.482 2.109
H 1.689 -3.875 1.236
H 1.700 -3.720 3.038
H 0.142 -3.943 2.109
C 2.710 -1.068 2.252
H 2.755 0.020 2.407
H 3.056 -1.614 3.141
H 3.372 -1.302 1.405
C -1.669 -1.061 -2.946
H -2.079 -0.990 -3.970
H -0.775 -1.699 -2.964
H -2.429 -1.497 -2.282
C -2.752 1.497 -2.554
H -2.627 2.551 -2.267
H -3.060 1.445 -3.613
H -3.544 1.062 -1.932
C -0.235 1.189 -3.726
H 0.641 0.548 -3.877
H -0.815 1.200 -4.664
H 0.121 2.209 -3.529
C -2.449 1.349 1.450
O -3.455 1.956 1.399
H 0.838 -1.392 0.501
Cl 2.361 7.170 5.623
C 1.920 5.936 4.495
C 1.527 6.264 3.177
C 1.203 5.239 2.268
C 1.310 3.895 2.687
C 1.678 3.585 4.003
C 1.994 4.599 4.914
C 0.798 2.747 1.878
O 0.340 2.790 0.671
O 0.769 1.576 2.458
H 1.506 7.332 2.933
H 0.870 5.472 1.258
H 1.689 2.541 4.289
H 2.309 4.337 5.938

***

[5]
45
Properties=species:S:1:pos:R:3 method="wB97M-V/def2-TZVPD" lumo_ev="-13.5370 / -13.5469" total_charge=+3 e_homo_ev="-18.056 / -18.056"
C -1.259 -1.984 -2.160
I -2.793 -0.680 -2.737
H -1.332 -3.008 -2.562
H -1.261 -1.887 -1.019
H -0.333 -1.471 -2.490
Ti 0.209 -0.036 0.351
P -1.731 -1.015 1.624
C -1.121 -1.959 3.077
C -2.652 0.342 2.467
H -3.400 -0.082 3.159
H -3.712 -2.431 1.807
H -3.152 0.971 1.716
H -3.610 -1.649 0.185
H -0.426 -1.342 3.666
H -1.949 0.970 3.038
C -3.039 -2.132 0.991
H -1.977 -2.263 3.702
H -2.575 -3.035 0.574
H -0.590 -2.849 2.712
P 1.367 1.071 -1.565
C 3.166 0.993 -1.325
C 1.151 0.500 -3.275
H -0.144 2.984 -1.690
H 1.399 3.269 -2.608
H 1.359 3.388 -0.794
C 0.955 2.866 -1.678
H 0.096 0.551 -3.565
H 1.767 1.132 -3.926
H 3.665 1.350 -2.234
H 3.436 -0.055 -1.140
H 1.492 -0.538 -3.342
H 3.461 1.599 -0.460
C 1.317 0.255 1.812
O 1.599 -0.931 1.224
F 3.120 2.913 6.280
C 2.640 2.362 5.108
C 1.282 2.062 5.025
C 0.822 1.442 3.875
C 1.759 1.020 2.908
C 3.103 1.482 2.921
C 3.541 2.199 4.036
H 0.594 2.294 5.821
H -0.230 1.226 3.779
H 3.747 1.239 2.082
H 4.557 2.659 4.105

***

[6]
48
Properties=species:S:1:pos:R:3 method="wB97M-V/def2-TZVPD" lumo_ev="-6.3138 / -10.5816" multiplicity=6 s_squared=8.811 total_charge=+2 e_homo_ev="-12.748 / -16.494"
Ir 0.089 -0.081 -0.149
H -1.171 -0.646 0.908
H -1.229 0.146 0.899
P -0.018 -2.342 -0.462
P -0.012 2.306 -0.449
C 1.390 3.288 0.247
H 1.314 4.349 -0.036
H 1.371 3.189 1.346
H 2.329 2.878 -0.145
C 0.015 2.740 -2.248
H -0.874 2.272 -2.709
H -0.012 3.841 -2.375
H 0.944 2.318 -2.672
C -1.473 3.249 0.179
H -1.505 3.199 1.278
H -1.426 4.309 -0.119
H -2.393 2.812 -0.231
C 0.193 -2.707 -2.225
H 0.144 -3.793 -2.376
H -0.613 -2.220 -2.787
H 1.167 -2.330 -2.557
C 1.284 -3.308 0.368
H 1.175 -3.249 1.458
H 1.205 -4.360 0.066
H 2.273 -2.934 0.080
C -1.553 -3.200 0.003
H -2.410 -2.743 -0.504
H -1.490 -4.252 -0.305
H -1.712 -3.162 1.088
C 1.552 -0.040 0.994
O 2.356 -0.027 1.834
H -1.170 -0.016 -1.167
O -0.501 3.161 5.895
S 0.371 2.152 5.343
O 1.698 1.998 5.896
N 0.408 2.303 3.765
C -0.061 1.235 3.134
O 0.079 1.297 1.883
C -0.653 0.135 3.980
C -1.312 -1.103 3.643
C -1.773 -1.929 4.677
C -1.578 -1.518 6.012
C -0.933 -0.298 6.320
C -0.475 0.528 5.290
H -1.460 -1.395 2.592
H -2.283 -2.881 4.455
H -1.941 -2.169 6.806
H -0.781 0.020 7.349

***

| no. | electronic energy (Ha) |
| --- | --- |
| 1 | -1851.49218 |
| 2 | -26738.64344 |
| 3 | -1364.28752 |
| 4 | -1955.11221 |
| 5 | -2552.27084 |
| 6 | -2088.50195 |